A cluster of 5 separate species, C2H14NO5 in total at a distorted geometry, computed with ωB97M-V/def2-TZVPD.

Cartesian coordinates (Å):
O1 -1.927 -0.295 3.292
C1 -0.967 -0.898 2.896
C2 0.197 -0.346 2.178
N1 0.041 1.031 1.657
H1 -0.807 -1.921 3.246
H2 1.170 -0.466 2.645
H3 0.298 -1.013 1.289
H4 0.812 1.515 1.160
H5 -0.758 1.055 0.988
H6 -0.224 1.574 2.475
H7 -1.935 1.619 -4.284
H8 -3.241 1.248 -3.825
O2 -2.322 1.021 -3.613
H9 3.092 -1.226 -0.968
H10 2.696 -1.570 0.528
O3 2.436 -1.113 -0.275
H11 0.958 -0.487 -3.882
H12 1.803 -1.357 -2.846
O4 1.599 -0.475 -3.167
H13 -0.327 1.382 -1.364
H14 0.702 0.249 -1.464
O5 0.252 0.857 -0.792

charge = +1
multiplicity = 1
LUMO energy = -3.12 eV
energy above the lowest of the compared OMol25 structures with the same formula, charge and spin = 1.1650 eV
HOMO = -14.46 eV
orbital gap = 11.34 eV
calculated total energy = -14021.7726 eV